Entry 1:
CH4N3P | ωB97M-V/def2-TZVPD

The geometry in XYZ format:
```
9
CH4N3P ωB97M-V/def2-TZVPD
C 1.19925 0.40354 0.59260
N -1.52289 1.31165 0.15208
N -1.68898 0.20484 0.05277
N -1.86744 -0.95206 -0.01954
P 1.62782 -0.91151 -0.27122
H 1.38533 1.45912 0.39234
H 0.45009 0.37596 1.30524
H -1.99844 -1.48130 -0.89102
H 2.41527 -0.41025 -1.31325
```

## Properties
LUMO level: 0.30 eV
E_tot: -545.986473 hartree
Relative energy (zero: lowest compared OMol25 entry of this formula, charge and spin): 3.698 eV
Frontier orbital gap: 10.13 eV



Entry 2:
H2NO3S3 | ωB97M-V/def2-TZVPD

The geometry in XYZ format:
```
9
H2NO3S3 ωB97M-V/def2-TZVPD
O 1.65562 0.43939 -1.26187
S 1.52617 -0.08849 0.07159
O 2.03246 -1.47292 0.16349
O 2.04661 0.73948 1.12441
N -0.09654 -0.19678 0.71362
S -0.90814 -1.73130 0.20427
S -0.98867 1.18196 0.39039
H 0.19024 -2.32613 0.39553
H -0.07983 1.89671 -0.34850
```

## Properties
LUMO level: 3.24 eV
Total charge: -1
E_tot: -1476.263917 hartree
Relative energy (zero: lowest compared OMol25 entry of this formula, charge and spin): 0.552 eV
SMILES: O=S(=O)([O-])N(S)S
Frontier orbital gap: 7.72 eV



Entry 3:
C3H6O | ωB97M-V/def2-TZVPD

The geometry in XYZ format:
```
10
C3H6O ωB97M-V/def2-TZVPD
C -1.17656 -0.75233 1.09793
C -0.49392 0.21125 0.46372
C 0.52270 -0.03915 -0.71057
O 1.09971 1.22455 -0.94040
H -1.90208 -0.25318 1.81776
H -1.10384 -1.77035 1.02686
H -0.50306 1.33216 0.77945
H 1.48566 -0.60747 -0.36886
H 0.20176 -0.49259 -1.61234
H 1.86962 1.14712 -1.55356
```

## Properties
LUMO level: 0.97 eV
E_tot: -193.073234 hartree
Relative energy (zero: lowest compared OMol25 entry of this formula, charge and spin): 1.904 eV
SMILES: C=CCO
Frontier orbital gap: 10.53 eV